Molecular formula: C20H19F3IrN2O4Si
Method: DFT, ωB97M-V/def2-TZVPD

Properties
2S+1 = 2
total energy = -1876.817690 Ha
<S²> = 0.755
energy above the lowest of the compared OMol25 structures with the same formula, charge and spin = 0.00 kcal/mol
total charge = +2
E_HOMO (spin up / spin down) = -15.05 / -15.05 eV

Element x y z (Å)
Ir1 -1.185 1.059 -0.291
O1 6.131 -2.346 -0.704
C1 4.819 -2.605 -0.787
O2 4.402 -3.716 -0.925
C2 3.869 -1.441 -0.675
C3 2.737 -1.476 -1.482
C4 1.733 -0.542 -1.309
C5 1.877 0.428 -0.331
C6 3.012 0.504 0.459
C7 4.008 -0.450 0.289
N1 0.815 1.390 -0.188
C8 1.112 2.613 -0.009
C9 0.037 3.599 0.073
C10 0.252 4.947 0.211
C11 -0.857 5.790 0.296
C12 -2.119 5.234 0.263
C13 -2.267 3.861 0.125
N2 -1.208 3.058 0.002
H1 6.312 -1.397 -0.687
H2 2.649 -2.253 -2.228
H3 0.864 -0.538 -1.955
H4 3.115 1.249 1.237
H5 4.870 -0.434 0.944
H6 2.146 2.939 0.009
H7 1.260 5.336 0.258
H8 -0.726 6.859 0.399
H9 -3.006 5.848 0.342
H10 -3.245 3.410 0.103
F1 -6.151 0.949 0.638
C14 -5.621 0.732 -0.556
F2 -6.121 -0.361 -1.090
F3 -5.812 1.772 -1.341
C15 -4.096 0.543 -0.352
O3 -3.749 -0.521 0.355
O4 -3.241 1.313 -0.755
C16 -1.697 -3.812 1.489
Si1 -0.376 -2.862 0.606
C17 1.125 -2.614 1.652
C18 -0.139 -3.486 -1.126
C19 -1.269 -1.118 0.403
C20 -2.420 -0.654 0.405
H11 -1.376 -4.853 1.585
H12 -2.642 -3.820 0.943
H13 -1.875 -3.429 2.495
H14 1.483 -3.595 1.978
H15 0.884 -2.039 2.548
H16 1.949 -2.130 1.130
H17 0.587 -4.305 -1.104
H18 0.224 -2.745 -1.832
H19 -1.077 -3.889 -1.512

Molecular formula: C4H7NO
Method: DFT, ωB97M-V/def2-TZVPD

Properties
total energy = -286.512698 Ha
SMILES = CC(=O)[C@H]1CN1
energy above the lowest of the compared OMol25 structures with the same formula, charge and spin = 74.64 kcal/mol
total charge = 0
E_HOMO = -9.85 eV

Element x y z (Å)
C1 1.785 0.050 -0.021
C2 0.466 0.316 0.846
O1 0.320 1.200 1.659
C3 -0.609 -0.542 0.265
C4 -1.935 -0.099 -0.128
N1 -0.611 -0.157 -1.123
H1 1.903 0.316 -1.102
H2 2.040 -1.022 -0.006
H3 2.525 0.629 0.506
H4 -0.519 -1.624 0.352
H5 -2.282 0.922 -0.055
H6 -2.770 -0.825 -0.034
H7 -0.314 0.837 -1.161

Molecular formula: C24H48Br12O6S3
Method: DFT, ωB97M-V/def2-TZVPD

Properties
total energy = -33477.406154 Ha
SMILES = O=S1(=O)CCCC1.O=S1(=O)CCCC1.O=S1(=O)CCCC1.BrCCBr.BrCCBr.BrCCBr.BrCCBr.BrCCBr.BrCCBr
energy above the lowest of the compared OMol25 structures with the same formula, charge and spin = 3.94 kcal/mol
total charge = 0
E_HOMO = -10.02 eV

Element x y z (Å)
O1 -2.434 3.320 7.010
S1 -1.034 3.477 7.012
O2 -0.454 4.624 7.646
C1 -0.279 1.933 7.624
C2 0.802 1.599 6.561
C3 0.146 1.929 5.190
C4 -0.468 3.314 5.301
H1 -1.160 1.286 7.636
H2 0.060 2.096 8.638
H3 1.672 2.255 6.721
H4 1.113 0.554 6.626
H5 -0.666 1.198 5.032
H6 0.824 1.767 4.356
H7 -1.352 3.459 4.686
H8 0.225 4.131 5.107
O3 -1.943 -2.242 -0.367
S2 -0.689 -1.769 0.101
O4 0.018 -2.544 1.064
C5 0.385 -1.417 -1.237
C6 0.242 0.034 -1.525
C7 0.091 0.658 -0.165
C8 -0.927 -0.069 0.564
H9 0.219 -2.132 -2.034
H10 1.363 -1.652 -0.794
H11 1.115 0.445 -2.007
H12 -0.649 0.186 -2.139
H13 -0.087 1.728 -0.199
H14 1.067 0.529 0.336
H15 -1.922 0.107 0.164
H16 -0.872 0.015 1.637
O5 4.427 3.413 -2.563
S3 3.145 3.853 -2.156
O6 1.958 3.080 -2.392
C9 3.247 4.301 -0.410
C10 3.147 5.843 -0.401
C11 3.638 6.326 -1.758
C12 2.878 5.490 -2.792
H17 4.107 3.844 0.056
H18 2.324 3.906 0.001
H19 2.078 6.068 -0.280
H20 3.635 6.356 0.426
H21 4.724 6.179 -1.850
H22 3.494 7.402 -1.887
H23 3.297 5.584 -3.780
H24 1.835 5.761 -2.685
Br1 0.397 -6.468 2.524
C13 0.997 -4.880 3.355
C14 1.152 -5.163 4.806
Br2 1.561 -3.574 5.802
H25 0.289 -4.067 3.206
H26 1.905 -4.580 2.859
H27 1.998 -5.807 5.019
H28 0.279 -5.623 5.243
Br3 -6.864 -0.232 0.208
C15 -6.322 1.579 -0.107
C16 -4.878 1.630 0.008
Br4 -4.275 3.469 0.126
H29 -6.779 2.219 0.639
H30 -6.658 1.893 -1.077
H31 -4.385 1.238 -0.871
H32 -4.473 1.151 0.877
Br5 4.948 -1.499 -4.175
C17 5.083 0.423 -4.101
C18 3.857 1.165 -4.465
Br6 3.232 0.690 -6.284
H33 5.910 0.663 -4.752
H34 5.400 0.662 -3.089
H35 4.109 2.191 -4.563
H36 3.007 0.982 -3.844
Br7 -3.398 -0.596 -2.670
C19 -3.508 -2.169 -3.772
C20 -2.856 -3.329 -3.120
Br8 -2.937 -4.857 -4.290
H37 -3.076 -1.913 -4.733
H38 -4.557 -2.357 -3.988
H39 -3.301 -3.583 -2.160
H40 -1.812 -3.143 -2.872
Br9 1.246 -3.367 -4.192
C21 1.354 -2.927 -6.066
C22 0.429 -3.809 -6.770
Br10 0.395 -3.327 -8.649
H41 2.374 -3.141 -6.365
H42 1.158 -1.882 -6.225
H43 -0.579 -3.655 -6.415
H44 0.716 -4.837 -6.710
Br11 -2.302 -3.215 3.738
C23 -3.273 -3.854 2.192
C24 -2.610 -5.000 1.699
Br12 -3.586 -5.685 0.164
H45 -3.291 -3.058 1.465
H46 -4.271 -4.025 2.562
H47 -2.524 -5.811 2.395
H48 -1.622 -4.743 1.360